C29H24IOPY as an isolated structure. Source: the Open Molecules 2025 dataset; level of theory: wB97M-V/def2-TZVPD.

Each line ends with the Löwdin charge.
Positions of all 57 atoms, in Å:
Y1 -1.258 0.181 -0.186  1.28
C1 5.909 1.638 0.873  -0.06
C2 5.101 1.195 1.908  -0.07
C3 3.743 1.009 1.695  -0.09
C4 3.192 1.274 0.445  -0.39
C5 4.009 1.720 -0.595  -0.09
C6 5.365 1.899 -0.380  -0.06
P1 1.414 1.086 0.206  1.04
C7 1.212 0.436 -1.502  -0.45
C8 1.691 -0.857 -1.768  -0.10
C9 1.390 -1.492 -2.959  -0.05
C10 0.575 -0.868 -3.902  -0.06
C11 0.086 0.404 -3.654  -0.06
C12 0.408 1.060 -2.463  -0.14
C13 0.576 2.693 0.165  -0.46
C14 1.250 3.911 0.231  -0.08
C15 0.518 5.087 0.218  -0.08
C16 -0.866 5.031 0.123  -0.08
C17 -1.520 3.805 0.053  -0.14
C18 -0.835 2.584 0.090  -0.29
H1 6.969 1.779 1.039  0.11
H2 5.526 0.989 2.881  0.11
H3 3.112 0.654 2.501  0.10
H4 3.585 1.928 -1.570  0.11
H5 5.999 2.244 -1.186  0.11
H6 2.304 -1.361 -1.029  0.12
H7 1.777 -2.483 -3.152  0.12
H8 0.329 -1.375 -4.824  0.12
H9 -0.532 0.904 -4.387  0.12
H10 0.054 2.072 -2.295  0.10
H11 2.332 3.942 0.302  0.10
H12 1.024 6.042 0.278  0.11
H13 -1.437 5.952 0.107  0.11
H14 -2.603 3.814 -0.017  0.09
I1 -4.341 -0.230 -0.473  1.04
C19 -4.218 -2.308 -0.129  -0.60
C20 -5.360 -3.040 -0.242  -0.14
C21 -5.301 -4.433 -0.016  -0.06
C22 -4.117 -5.029 0.302  -0.02
C23 -2.928 -4.266 0.415  -0.16
C24 -1.686 -4.874 0.731  -0.02
C25 -0.548 -4.130 0.828  -0.07
C26 -0.608 -2.730 0.616  -0.16
C27 -1.779 -2.071 0.311  -0.28
C28 -2.957 -2.865 0.203  -0.27
H15 -6.304 -2.579 -0.500  0.10
H16 -6.208 -5.016 -0.104  0.11
H17 -4.070 -6.098 0.471  0.12
H18 -1.660 -5.944 0.894  0.12
H19 0.393 -4.608 1.070  0.11
H20 0.329 -2.174 0.718  0.08
C29 -1.443 1.275 3.094  -0.06
O1 -1.506 0.226 2.102  -0.28
H21 -1.092 0.863 4.038  0.10
H22 -2.428 1.721 3.221  0.10
H23 -0.747 2.020 2.724  0.07
H24 -1.820 -0.606 2.477  0.10

Results
Total charge = +1
Relative energy (zero: lowest compared OMol25 entry of this formula, charge and spin) = 0.0985 eV
Multiplicity = 1
Calculated total energy = -1871.88754 Eh


An isolated ion of composition C3H6N3 and charge +1 in a non-equilibrium geometry. Source: the Open Molecules 2025 dataset; level of theory: wB97M-V/def2-TZVPD.

Each line ends with the Löwdin charge.
Positions of all 12 atoms, in Å:
C1 -2.194 0.318 -0.006  -0.05
C2 -0.424 -0.240 0.001  -0.27
C3 1.900 0.486 0.043  -0.04
N1 -1.116 1.007 -0.060  0.17
N2 -1.619 -0.939 0.112  0.17
N3 0.830 -0.464 -0.070  0.10
H1 -3.210 0.739 0.035  0.17
H2 2.632 0.646 -0.744  0.09
H3 1.600 1.594 0.252  0.14
H4 2.507 0.071 0.981  0.15
H5 -2.001 -1.719 -0.322  0.13
H6 1.095 -1.501 -0.223  0.23

Results
Total charge = +1
Relative energy (zero: lowest compared OMol25 entry of this formula, charge and spin) = 2.3419 eV
Multiplicity = 1
Calculated total energy = -281.83182 Eh


HOMO-LUMO gap across the listed records, respectively: 0.2912; 0.3657 hartree.
Molar mass across the listed records, respectively: 635.29; 84.10 g mol⁻¹.